11
Properties=species:S:1:pos:R:3:forces:R:3:lowdin_charge:R:1 method="wB97M-V/def2-TZVPD" energy_ha=-210.3442 de_lowest_kcal_mol=34.25 smiles="C=CN.O" e_lumo_ev=0.745 homo_lumo_gap_ev=9.194 charge=0
C -0.623 -0.684 -0.879 0.85 0.49 -1.34 -0.043
C -1.333 0.228 -0.188 1.14 -1.14 0.50 -0.288
N -0.883 0.994 0.921 -0.83 -0.14 0.16 0.003
H 0.460 -0.761 -1.193 -0.99 0.18 1.59 0.057
H -1.188 -1.300 -1.555 -0.43 0.12 -0.38 0.024
H -2.369 0.295 -0.497 -0.21 0.22 0.71 0.093
H -0.081 0.559 1.400 -0.88 0.39 -0.36 0.077
H -1.663 1.172 1.593 1.23 -0.15 -0.85 0.095
O 2.671 -0.075 -0.247 -1.80 0.66 0.87 -0.080
H 3.173 -0.587 0.384 0.31 -0.25 0.22 0.025
H 1.835 0.159 0.262 1.62 -0.38 -1.12 0.037